1.
8
Properties=species:S:1:pos:R:3 method="wB97M-V/def2-TZVPD" e_tot_ha=-979.3082 homo_ev="-9.1 / -8.8" orbital_gap_ev="7.97 / 7.30" smiles="C=P(F)=CCl" fmax_ha_per_bohr=0.063 charge=0
C -1.33 -0.06 0.46
C 1.13 0.58 -0.34
F 0.45 -1.78 -0.70
P 0.27 -0.64 0.53
Cl 2.77 0.61 -0.31
H -1.91 0.06 1.34
H -1.97 -0.25 -0.49
H 0.58 1.50 -0.50

---

2.
109
Properties=species:S:1:pos:R:3 method="wB97M-V/def2-TZVPD" e_tot_ha=-2122.0347 homo_ev=-9.8 orbital_gap_ev=9.84 smiles=CC(C)O.CC(C)O.CC(C)O.CC(C)O.CC(C)O.OCCO.OCCO.OCCO.OCCO.O.O.O fmax_ha_per_bohr=0.033 charge=0
O -3.97 -0.16 -2.42
H -3.93 -0.51 -1.52
H -4.13 0.79 -2.31
O -5.01 -1.48 1.29
H -5.82 -1.06 0.98
H -4.70 -1.98 0.53
O 0.50 1.26 -2.70
H 0.48 2.21 -2.56
H 0.41 0.88 -1.80
C 2.28 3.37 2.81
C 3.04 3.57 4.07
O 2.40 4.42 5.00
O 1.16 2.46 2.99
H 2.89 2.95 2.00
H 1.91 4.33 2.42
H 4.03 3.99 3.83
H 3.29 2.61 4.53
H 2.06 3.90 5.74
H 0.99 2.21 2.07
C -1.17 -2.07 -3.81
C -1.72 -2.46 -5.17
O -1.94 -1.30 -5.97
O -0.94 -3.28 -3.07
H -1.94 -1.45 -3.34
H -0.22 -1.53 -3.89
H -2.63 -3.06 -5.16
H -0.96 -3.10 -5.64
H -1.08 -1.04 -6.31
H -1.21 -3.15 -2.16
C -4.80 1.06 3.71
C -5.27 1.57 2.38
O -4.90 2.93 2.11
O -5.33 1.78 4.82
H -3.72 1.25 3.74
H -4.95 -0.02 3.76
H -6.36 1.51 2.24
H -4.86 1.04 1.52
H -5.44 3.47 2.70
H -5.90 1.19 5.31
C 2.61 -1.62 2.60
C 3.88 -0.93 2.21
O 4.70 -1.73 1.38
O 1.67 -1.67 1.54
H 2.21 -1.12 3.49
H 2.87 -2.62 2.98
H 4.45 -0.73 3.13
H 3.66 0.05 1.76
H 4.87 -1.24 0.55
H 0.90 -2.19 1.80
C -1.54 1.52 0.47
C -0.78 0.22 0.64
C -1.48 -1.05 0.19
O 0.46 0.32 -0.07
H -2.47 1.52 1.02
H -1.69 1.67 -0.60
H -0.92 2.33 0.87
H -0.48 0.13 1.70
H -1.96 -0.92 -0.78
H -2.23 -1.50 0.86
H -0.72 -1.83 0.10
H 0.94 -0.45 0.26
C 0.44 -5.00 2.50
C -0.57 -4.26 3.38
C 0.00 -3.70 4.67
O -1.10 -3.18 2.60
H 0.97 -4.42 1.75
H -0.01 -5.87 2.03
H 1.26 -5.44 3.08
H -1.27 -5.05 3.66
H 0.91 -3.10 4.58
H 0.18 -4.46 5.43
H -0.79 -3.08 5.13
H -1.57 -2.63 3.24
C -2.66 4.10 -3.36
C -3.62 5.28 -3.23
C -3.65 6.11 -4.50
O -4.94 4.72 -3.04
H -3.02 3.42 -4.13
H -2.59 3.61 -2.38
H -1.62 4.37 -3.57
H -3.28 5.85 -2.36
H -4.39 6.91 -4.44
H -3.95 5.52 -5.37
H -2.66 6.48 -4.74
H -5.06 4.73 -2.08
C 3.68 1.59 -1.10
C 5.14 1.15 -1.03
C 5.99 1.79 0.07
O 5.27 -0.27 -0.88
H 3.15 1.45 -0.16
H 3.18 0.90 -1.78
H 3.58 2.60 -1.48
H 5.56 1.49 -1.99
H 6.30 2.79 -0.23
H 6.94 1.25 0.16
H 5.42 1.74 0.99
H 5.20 -0.69 -1.74
C 2.25 -4.70 -2.17
C 2.83 -3.42 -2.79
C 2.51 -2.19 -1.97
O 4.22 -3.50 -3.04
H 1.60 -5.25 -2.86
H 1.62 -4.43 -1.32
H 3.05 -5.35 -1.83
H 2.27 -3.26 -3.73
H 1.44 -2.01 -1.99
H 2.97 -1.27 -2.32
H 2.91 -2.30 -0.95
H 4.47 -4.30 -3.50

---

3.
16
Properties=species:S:1:pos:R:3 method="wB97M-V/def2-TZVPD" e_tot_ha=-2807.9354 homo_ev=-9.0 orbital_gap_ev=9.90 fmax_ha_per_bohr=0.080 charge=0
C -1.03 0.04 0.01
C -0.43 -0.27 -1.30
C -2.18 0.21 0.69
C 0.45 0.04 -0.02
C 1.13 -1.22 0.65
C 1.17 1.35 0.04
Br -3.87 0.13 -0.19
H -0.41 0.53 -2.07
H -0.50 -1.33 -1.58
H -2.39 0.19 1.69
H 0.55 -2.21 0.41
H 1.26 -1.08 1.78
H 2.10 -1.37 -0.01
H 1.01 1.77 -0.94
H 2.33 1.21 0.07
H 0.81 2.03 0.78

---

4.
89
Properties=species:S:1:pos:R:3 method="wB97M-V/def2-TZVPD" e_tot_ha=-5356.9959 homo_ev=-0.1 orbital_gap_ev=1.41 fmax_ha_per_bohr=0.129 charge=-2
C -2.73 -1.29 -0.67
C -1.71 -0.11 -0.68
N -0.47 -0.59 -0.09
C 0.56 -1.26 -0.68
C 1.53 -1.41 0.28
N 1.12 -0.89 1.44
C -0.12 -0.38 1.23
C 1.87 -0.95 2.72
H -2.89 -1.62 0.35
H -2.31 -2.13 -1.23
H -3.64 -1.04 -1.21
H -2.13 0.76 -0.19
H -1.36 0.24 -1.65
H 0.57 -1.37 -1.76
H 2.54 -1.77 0.13
H -0.76 0.15 1.91
H 1.99 0.01 3.23
H 2.77 -1.54 2.59
H 1.27 -1.48 3.47
Cl 2.24 -0.45 11.34
O 1.99 0.94 11.51
O 2.05 -1.25 12.47
O 1.00 -0.64 10.62
O 3.44 -0.88 10.67
Cl -5.50 -0.91 6.68
O -5.99 -0.08 5.62
O -6.43 -1.88 7.12
O -4.25 -1.60 6.21
O -5.33 -0.04 7.78
C -1.95 6.26 4.07
C -1.02 5.62 5.13
O -1.55 5.00 6.28
H -2.62 5.61 3.50
H -1.33 6.70 3.30
H -2.58 7.07 4.45
H -0.39 6.47 5.42
H -0.31 4.95 4.65
C -3.88 1.45 -8.44
Cl -2.57 2.71 -8.39
Cl -3.28 -0.06 -7.71
Cl -5.15 2.08 -7.46
Cl -4.47 1.20 -10.09
C -9.88 6.64 -1.22
N -9.11 5.50 -0.62
O -9.66 5.04 0.35
O -8.11 5.13 -1.23
H -10.85 6.18 -1.42
H -9.24 6.82 -2.07
H -9.90 7.38 -0.42
C 7.63 -5.13 -5.57
N 6.50 -5.69 -4.74
O 5.54 -4.95 -4.64
O 6.63 -6.86 -4.33
H 7.63 -4.08 -5.28
H 7.39 -5.38 -6.60
H 8.48 -5.76 -5.32
C 1.33 -8.62 -0.94
N 0.19 -8.32 -1.84
O -0.53 -9.27 -2.08
O 0.04 -7.17 -2.32
H 1.06 -8.64 0.11
H 2.06 -7.86 -1.23
H 1.65 -9.59 -1.33
C 12.31 -3.11 0.42
N 10.82 -3.07 0.78
O 10.05 -3.63 0.02
O 10.49 -2.37 1.74
H 12.60 -3.87 -0.31
H 12.89 -3.37 1.30
H 12.61 -2.10 0.15
C -12.86 0.19 -6.48
N -11.84 0.13 -5.38
O -11.86 1.03 -4.52
O -11.06 -0.82 -5.35
H -13.80 0.64 -6.17
H -12.81 -0.81 -6.93
H -12.41 0.76 -7.30
C 5.88 3.13 -1.52
C 6.76 2.75 -0.51
C 6.56 3.33 0.75
C 5.41 4.10 1.05
C 4.54 4.42 -0.01
C 4.78 3.88 -1.28
H 5.95 2.77 -2.53
H 7.57 2.07 -0.71
H 7.23 3.20 1.58
H 5.19 4.61 1.98
H 3.79 5.17 0.17
H 4.12 3.99 -2.12